The following is a quantum chemistry calculation of a structure of composition C14H28NO10Ti in a non-equilibrium geometry, from the OMol25 dataset.

```
54
Properties=species:S:1:pos:R:3:mulliken_spin:R:1
Ti 0.36 -0.39 -0.43 2.58
C 3.55 -0.89 -3.81 0.01
C 3.18 -0.62 -2.42 -0.01
C 3.77 0.75 -1.95 0.02
O 1.82 -0.82 -2.24 0.00
H 3.01 -0.30 -4.55 0.00
H 3.42 -1.93 -4.11 0.00
H 4.59 -0.65 -4.04 0.00
H 3.64 -1.43 -1.86 0.00
H 3.25 1.58 -2.42 0.00
H 4.85 0.81 -2.12 0.00
H 3.77 0.82 -0.86 0.00
C -3.25 1.24 1.60 0.00
O -3.07 0.01 2.30 0.01
C -2.00 -0.77 2.26 0.05
O -1.17 -0.86 1.32 0.00
O -2.16 -1.69 3.23 0.01
C -1.04 -2.48 3.53 0.01
H -3.51 2.09 2.24 0.00
H -4.12 1.19 0.94 0.00
H -2.33 1.46 1.06 0.02
H -1.19 -3.01 4.46 0.00
H -0.08 -1.97 3.41 0.00
H -0.85 -3.26 2.79 0.00
C 0.80 1.33 3.70 0.01
O 2.19 1.19 3.68 0.00
C 2.78 0.55 2.71 0.01
O 2.27 -0.16 1.87 0.01
O 4.09 0.76 2.77 0.00
C 5.04 0.09 1.95 0.00
H 0.50 1.72 4.68 0.00
H 0.32 0.36 3.64 0.00
H 0.45 2.02 2.93 0.00
H 5.41 -0.86 2.33 0.00
H 5.82 0.84 1.80 0.00
H 4.73 -0.01 0.91 0.01
C -4.96 0.49 -2.49 0.00
O -3.60 0.18 -2.27 -0.01
C -3.12 -0.87 -1.63 0.02
O -1.95 -1.24 -1.66 0.00
O -4.06 -1.49 -0.97 0.00
C -3.72 -2.61 -0.17 0.01
H -5.09 0.71 -3.55 0.00
H -5.37 1.27 -1.85 0.00
H -5.62 -0.34 -2.23 0.00
H -4.69 -3.12 -0.22 0.00
H -3.50 -2.32 0.85 0.00
H -2.88 -3.25 -0.45 0.01
C -0.09 2.79 -2.99 0.01
C -0.01 2.32 -1.56 0.15
N 0.13 1.93 -0.46 0.05
H 0.17 2.04 -3.73 0.01
H 0.62 3.60 -3.08 0.01
H -1.09 3.21 -2.85 0.00
```

ΔE to the lowest compared entry with this formula, charge and spin = 213.4 kJ/mol
Max |F| = 0.057 hartree/bohr
Energy = -60046.953 eV
HOMO-LUMO gap (alpha / beta) = 4.00 / 6.79 eV
<S²> = 3.755
HOMO level (alpha / beta) = -0.133 / -0.237 Eh
Spin multiplicity = 4